# 1
CH4N2OS | ωB97M-V with the def2-TZVPD basis set

Computed properties:
**Gap between HOMO and LUMO**: 8.533 eV
**E_tot**: -16959.4512 eV
**Energy relative to the best compared isomer or geometry (same formula, charge and spin)**: 5.738 eV
**Multiplicity**: 1

Element x y z (Å)
C (-2.239, -0.567, 0.934)
N (1.487, -0.401, -0.140)
N (0.474, 0.384, 0.473)
O (-0.174, 1.172, -0.549)
S (-2.893, 0.281, -0.159)
H (0.645, 1.409, -0.956)
H (1.946, -1.075, 0.423)
H (1.070, -1.041, -0.937)
H (-0.316, -0.162, 0.911)

***

# 2
C3H9N3 | ωB97M-V with the def2-TZVPD basis set

Computed properties:
**Gap between HOMO and LUMO**: 9.397 eV
**SMILES**: [H]/N=C(/N)NCC
**E_tot**: -7727.2349 eV
**Energy relative to the best compared isomer or geometry (same formula, charge and spin)**: 0.339 eV
**Multiplicity**: 1

Element x y z (Å)
C (-2.196, 0.574, 1.381)
C (-1.337, -0.216, 0.383)
N (0.030, 0.267, 0.428)
C (1.014, -0.054, -0.483)
N (0.649, -1.039, -1.382)
N (2.191, 0.427, -0.501)
H (-3.141, 0.801, 0.904)
H (-2.252, -0.001, 2.304)
H (-1.652, 1.468, 1.680)
H (-1.713, -0.037, -0.614)
H (-1.346, -1.247, 0.719)
H (0.252, 1.024, 1.058)
H (-0.045, -1.675, -1.022)
H (1.406, -1.526, -1.831)
H (2.256, 1.153, 0.212)

***

# 3
C15H20O3 | ωB97M-V with the def2-TZVPD basis set

Computed properties:
**Gap between HOMO and LUMO**: 7.482 eV
**SMILES**: CC(C)=C/C=C1\O[C@@H]2CC(C)=CC(=O)[C@@H]2[C@]1(C)O
**E_tot**: -22020.5184 eV
**Energy relative to the best compared isomer or geometry (same formula, charge and spin)**: 2.599 eV
**Multiplicity**: 1

Element x y z (Å)
O (2.120, 1.283, -2.293)
O (0.511, -0.427, 0.923)
O (1.202, -1.186, -2.473)
C (2.178, 1.124, -1.064)
C (1.986, 2.296, -0.291)
C (-2.298, -0.677, 0.233)
C (-3.650, -0.644, -0.148)
C (2.093, 2.255, 1.069)
C (-1.154, -1.150, -0.602)
C (0.156, -0.979, -0.265)
C (-4.116, -1.061, -1.515)
C (-4.740, -0.151, 0.812)
C (1.909, 3.534, 1.840)
C (2.347, 0.944, 1.805)
C (1.793, -2.778, -0.790)
C (2.347, -0.294, -0.490)
C (1.896, -0.305, 0.964)
C (1.369, -1.326, -1.073)
H (1.353, -0.257, -2.773)
H (1.738, 3.215, -0.771)
H (-2.096, -0.367, 1.251)
H (-1.393, -1.642, -1.549)
H (-4.236, -0.182, -2.145)
H (-5.059, -1.573, -1.405)
H (-3.408, -1.752, -1.986)
H (-4.447, -0.288, 1.840)
H (-5.715, -0.679, 0.681)
H (-4.866, 0.912, 0.603)
H (1.563, 4.405, 1.225)
H (1.131, 3.341, 2.586)
H (2.869, 3.793, 2.312)
H (3.430, 0.849, 1.992)
H (1.833, 0.921, 2.766)
H (1.024, -3.478, -1.167)
H (2.755, -2.988, -1.310)
H (1.926, -2.955, 0.272)
H (3.406, -0.561, -0.583)
H (2.242, -1.173, 1.521)

***

# 4
C38H40BN13OS2Y | ωB97M-V with the def2-TZVPD basis set

Computed properties:
**Net charge**: +2
**Gap between HOMO and LUMO (alpha / beta)**: 6.518 / 3.554 eV
**E_tot**: -84859.0036 eV
**Energy relative to the best compared isomer or geometry (same formula, charge and spin)**: 0.000 eV
**Multiplicity**: 2

Element x y z (Å)
Y (-0.067, -0.060, -0.070)
C (1.872, -1.064, -3.737)
C (0.816, -1.908, -3.105)
C (0.586, -3.279, -3.304)
C (-0.562, -3.550, -2.600)
N (-0.991, -2.408, -2.028)
N (-0.119, -1.396, -2.307)
B (-2.408, -2.109, -1.482)
N (-2.408, -2.393, 0.057)
C (-3.165, -3.226, 0.790)
C (-2.669, -3.249, 2.078)
C (-1.567, -2.394, 2.057)
C (-0.643, -2.044, 3.177)
N (-1.405, -1.891, 0.827)
N (-2.744, -0.612, -1.780)
C (-3.721, -0.199, -2.603)
C (-3.643, 1.171, -2.725)
C (-2.551, 1.547, -1.940)
C (-2.014, 2.925, -1.739)
N (-2.012, 0.462, -1.368)
N (-3.460, -2.947, -2.176)
C (-3.520, -3.329, -3.483)
C (-4.817, -3.649, -3.768)
C (-5.526, -3.416, -2.565)
C (-6.985, -3.595, -2.304)
N (-4.707, -2.977, -1.625)
H (1.771, -1.113, -4.822)
H (1.780, -0.021, -3.439)
H (2.872, -1.429, -3.498)
H (1.160, -3.963, -3.907)
H (-1.127, -4.463, -2.501)
H (-4.011, -3.718, 0.343)
H (-3.044, -3.819, 2.911)
H (-0.590, -2.860, 3.896)
H (0.364, -1.847, 2.808)
H (-0.989, -1.157, 3.714)
H (-4.412, -0.899, -3.042)
H (-4.277, 1.815, -3.310)
H (-2.744, 3.660, -2.075)
H (-1.762, 3.121, -0.698)
H (-1.102, 3.076, -2.319)
H (-2.649, -3.335, -4.116)
H (-5.206, -4.014, -4.703)
H (-7.446, -4.191, -3.088)
H (-7.149, -4.093, -1.349)
H (-7.495, -2.631, -2.271)
C (4.449, 0.116, -1.473)
C (3.096, -0.289, -0.990)
N (2.112, 0.521, -0.829)
N (2.315, 1.844, -1.146)
C (1.342, 2.582, -0.668)
O (0.365, 2.092, 0.038)
C (1.370, 4.037, -0.917)
C (2.189, 4.561, -1.916)
C (2.200, 5.926, -2.158)
C (1.401, 6.772, -1.400)
C (0.587, 6.252, -0.403)
C (0.566, 4.889, -0.165)
C (2.819, -1.704, -0.649)
C (3.745, -2.697, -0.914)
C (3.447, -4.014, -0.588)
C (2.228, -4.290, -0.004)
C (1.356, -3.238, 0.241)
N (1.629, -1.967, -0.057)
H (4.490, 1.187, -1.634)
H (5.211, -0.175, -0.746)
H (4.687, -0.392, -2.410)
H (2.808, 3.895, -2.500)
H (2.830, 6.330, -2.939)
H (1.411, 7.837, -1.590)
H (-0.036, 6.915, 0.185)
H (-0.076, 4.470, 0.601)
H (4.689, -2.450, -1.377)
H (4.158, -4.803, -0.793)
H (1.941, -5.296, 0.265)
H (0.393, -3.427, 0.694)
C (3.256, -0.266, 2.525)
C (2.194, 0.729, 2.802)
N (0.986, 0.733, 2.335)
C (0.242, 1.752, 2.905)
C (0.948, 2.556, 3.797)
S (2.532, 2.036, 3.932)
C (-1.140, 1.873, 2.632)
C (-2.017, 2.709, 3.336)
S (-3.593, 2.425, 2.864)
C (-3.034, 1.190, 1.727)
N (-1.743, 1.057, 1.708)
C (-4.057, 0.452, 0.956)
H (2.964, -0.906, 1.702)
H (3.405, -0.888, 3.412)
H (4.203, 0.226, 2.302)
H (0.573, 3.410, 4.338)
H (-1.754, 3.420, 4.104)
H (-5.034, 0.553, 1.425)
H (-3.791, -0.603, 0.882)
H (-4.118, 0.847, -0.063)

***

# 5
C4H7FeO | ωB97M-V with the def2-TZVPD basis set

Computed properties:
**Net charge**: +1
**Gap between HOMO and LUMO (alpha / beta)**: 7.924 / 9.628 eV
**E_tot**: -40680.7898 eV
**Energy relative to the best compared isomer or geometry (same formula, charge and spin)**: 0.370 eV
**Multiplicity**: 7

Element x y z (Å)
H (0.311, 1.767, -0.807)
C (-0.556, 0.497, 0.797)
C (-0.434, 0.978, -0.654)
C (0.130, -0.395, -0.533)
O (-0.433, -1.470, -1.041)
Fe (-2.003, -2.077, -1.715)
H (-0.301, 1.287, 1.511)
H (-1.530, 0.053, 1.041)
H (-1.368, 1.025, -1.222)
H (1.692, -0.658, -0.499)
C (1.355, -0.330, 0.765)
H (1.874, 0.602, 1.036)
H (1.263, -1.279, 1.321)

***

# 6
C5H8AlBBrNO6 | ωB97M-V with the def2-TZVPD basis set

Computed properties:
**Net charge**: -2
**Gap between HOMO and LUMO**: 4.161 eV
**E_tot**: -96410.1613 eV
**Multiplicity**: 1

Element x y z (Å)
N (-0.603, 2.217, 3.057)
B (0.442, 1.867, 2.058)
O (1.375, 2.847, 1.765)
C (0.540, 0.467, 1.361)
C (-0.791, -0.280, 1.205)
O (-0.491, -1.508, 0.602)
Al (0.602, -1.032, -0.774)
C (-0.211, -0.603, -2.613)
C (-1.621, -0.647, -3.067)
O (-2.065, -0.550, -4.169)
Br (-3.025, -0.894, -1.657)
C (2.026, -2.451, -1.029)
O (3.060, -2.412, -0.311)
O (1.753, -3.337, -1.893)
O (1.049, 0.548, 0.034)
H (-0.772, 1.409, 3.651)
H (-1.486, 2.374, 2.579)
H (1.408, 3.023, 0.819)
H (1.189, -0.214, 1.954)
H (-1.381, -0.403, 2.128)
H (-1.366, 0.350, 0.492)
H (0.306, -1.218, -3.362)
H (0.061, 0.444, -2.828)

***

# 7
C21H29BrFeN9OS3 | ωB97M-V with the def2-TZVPD basis set

Computed properties:
**Net charge**: -1
**Gap between HOMO and LUMO (alpha / beta)**: 6.569 / 6.606 eV
**E_tot**: -174643.6981 eV
**Energy relative to the best compared isomer or geometry (same formula, charge and spin)**: 0.000 eV
**Multiplicity**: 5

Element x y z (Å)
Fe (0.337, 0.774, -0.180)
S (4.293, 0.371, -2.349)
C (3.733, 1.015, -0.884)
S (2.244, 1.976, -0.865)
C (4.438, 0.805, 0.309)
C (4.055, 1.377, 1.542)
N (3.741, 1.843, 2.552)
C (5.656, 0.067, 0.349)
N (6.647, -0.516, 0.446)
C (0.864, 3.352, 3.518)
N (0.985, 1.913, 3.351)
C (0.078, 1.123, 2.779)
S (0.586, -0.316, 1.973)
N (-1.226, 1.414, 2.808)
C (-1.906, 2.194, 3.824)
H (1.865, 3.762, 3.394)
H (0.483, 3.634, 4.500)
H (0.228, 3.778, 2.739)
H (1.950, 1.606, 3.210)
H (-1.807, 0.749, 2.290)
H (-1.633, 3.247, 3.811)
H (-1.713, 1.797, 4.825)
H (-2.973, 2.124, 3.625)
C (2.784, -5.190, -0.213)
C (3.520, -4.144, -1.043)
C (3.984, -2.963, -0.200)
C (2.694, -3.669, -2.242)
N (1.573, -2.826, -1.850)
C (1.543, -1.501, -1.731)
N (0.393, -1.181, -1.177)
N (-0.280, -2.335, -0.975)
N (0.419, -3.324, -1.378)
H (3.431, -5.554, 0.586)
H (2.474, -6.045, -0.819)
H (1.890, -4.768, 0.249)
H (4.404, -4.614, -1.488)
H (3.152, -2.497, 0.334)
H (4.465, -2.200, -0.816)
H (4.712, -3.281, 0.546)
H (2.284, -4.505, -2.809)
H (3.313, -3.058, -2.900)
H (2.344, -0.824, -2.037)
Br (-4.975, 4.100, -2.812)
C (-3.456, 3.235, -2.045)
C (-2.792, 2.259, -2.764)
C (-1.720, 1.604, -2.167)
C (-1.274, 1.885, -0.867)
C (-1.968, 2.907, -0.208)
C (-3.047, 3.582, -0.769)
H (-3.109, 2.013, -3.770)
H (-1.215, 0.840, -2.753)
H (-1.670, 3.193, 0.798)
H (-3.563, 4.364, -0.226)
C (-3.621, -1.432, -1.241)
N (-4.250, -0.262, -0.665)
C (-5.315, 0.361, -1.415)
C (-3.764, 0.290, 0.456)
O (-2.849, -0.172, 1.119)
H (-4.364, -2.220, -1.389)
H (-2.834, -1.784, -0.579)
H (-3.176, -1.179, -2.206)
H (-6.175, -0.310, -1.493)
H (-4.975, 0.616, -2.421)
H (-5.626, 1.283, -0.926)
H (-4.286, 1.217, 0.737)

***

Look up the E_tot of the fourth one. -84859.0036 eV

***

Which of these has the lowest E_tot? C21H29BrFeN9OS3

***

What did the third record say?
C15H20O3 | ωB97M-V with the def2-TZVPD basis set

Computed properties:
**Gap between HOMO and LUMO**: 7.482 eV
**SMILES**: CC(C)=C/C=C1\O[C@@H]2CC(C)=CC(=O)[C@@H]2[C@]1(C)O
**E_tot**: -22020.5184 eV
**Energy relative to the best compared isomer or geometry (same formula, charge and spin)**: 2.599 eV
**Multiplicity**: 1

Element x y z (Å)
O (2.120, 1.283, -2.293)
O (0.511, -0.427, 0.923)
O (1.202, -1.186, -2.473)
C (2.178, 1.124, -1.064)
C (1.986, 2.296, -0.291)
C (-2.298, -0.677, 0.233)
C (-3.650, -0.644, -0.148)
C (2.093, 2.255, 1.069)
C (-1.154, -1.150, -0.602)
C (0.156, -0.979, -0.265)
C (-4.116, -1.061, -1.515)
C (-4.740, -0.151, 0.812)
C (1.909, 3.534, 1.840)
C (2.347, 0.944, 1.805)
C (1.793, -2.778, -0.790)
C (2.347, -0.294, -0.490)
C (1.896, -0.305, 0.964)
C (1.369, -1.326, -1.073)
H (1.353, -0.257, -2.773)
H (1.738, 3.215, -0.771)
H (-2.096, -0.367, 1.251)
H (-1.393, -1.642, -1.549)
H (-4.236, -0.182, -2.145)
H (-5.059, -1.573, -1.405)
H (-3.408, -1.752, -1.986)
H (-4.447, -0.288, 1.840)
H (-5.715, -0.679, 0.681)
H (-4.866, 0.912, 0.603)
H (1.563, 4.405, 1.225)
H (1.131, 3.341, 2.586)
H (2.869, 3.793, 2.312)
H (3.430, 0.849, 1.992)
H (1.833, 0.921, 2.766)
H (1.024, -3.478, -1.167)
H (2.755, -2.988, -1.310)
H (1.926, -2.955, 0.272)
H (3.406, -0.561, -0.583)
H (2.242, -1.173, 1.521)